No. 1
{
  "formula": "C21H32N5O8PPtS",
  "method": "ωB97M-V/def2-TZVPD",
  "multiplicity": 5,
  "e_above_lowest_ev": 0.000,
  "charge": 0,
  "elements": ["Pt", "N", "C", "C", "O", "N", "C", "C", "O", "O", "H", "H", "H", "H", "H", "H", "C", "N", "C", "N", "C", "N", "C", "P", "C", "C", "H", "H", "H", "H", "H", "H", "H", "H", "H", "H", "H", "H", "C", "C", "C", "C", "C", "C", "C", "C", "C", "C", "O", "O", "H", "H", "H", "H", "H", "H", "H", "H", "H", "H", "H", "C", "S", "O", "O", "O", "H", "H", "H"],
  "coordinates": [[-0.797217, -0.658594, 0.079480], [1.214530, -1.489936, 0.716503], [2.057314, -1.552346, -0.484485], [2.004472, -0.200473, -1.176055], [2.933854, 0.228306, -1.826088], [0.837514, 0.490293, -0.922727], [0.869265, 1.823809, -1.054563], [2.116959, 2.414074, 0.678365], [2.110748, 3.588703, 0.591818], [2.393665, 1.381858, 1.195528], [1.618693, -0.858209, 1.401676], [1.000892, -2.392448, 1.126949], [1.663213, -2.320664, -1.149988], [3.097920, -1.770119, -0.250030], [-0.038708, 2.374344, -0.846703], [1.578849, 2.257538, -1.750350], [-1.375699, 2.056957, 4.658149], [-2.117215, 0.808043, 4.495256], [-3.502896, 1.124729, 4.139869], [-3.628844, 1.986427, 2.962406], [-2.837400, 3.196000, 3.170889], [-1.434628, 2.935057, 3.490660], [-0.708356, 2.364053, 2.353583], [-1.460947, 0.760675, 1.847053], [-1.497055, -0.060939, 3.490918], [-3.221389, 1.284512, 1.744064], [-0.332360, 1.831033, 4.885116], [-1.804267, 2.596154, 5.505004], [-3.957597, 1.642497, 4.986179], [-4.048575, 0.196397, 3.965909], [-3.274276, 3.748522, 4.004856], [-2.891983, 3.821264, 2.278217], [0.327216, 2.198784, 2.646611], [-0.709534, 3.068045, 1.519692], [-0.475572, -0.305887, 3.794169], [-2.048692, -0.999869, 3.413184], [-3.838990, 0.400638, 1.584715], [-3.351324, 1.935563, 0.876438], [-3.404191, -3.022757, -7.528492], [-2.894875, -2.589360, -6.181281], [-3.727184, -1.956876, -5.270338], [-3.268182, -1.523794, -4.030186], [-4.223766, -0.838661, -3.087232], [-1.931832, -1.772769, -3.697504], [-1.069285, -2.422182, -4.591493], [0.378392, -2.679754, -4.261404], [-1.566823, -2.806141, -5.827238], [-1.424262, -1.371575, -2.362774], [-1.682797, -0.209562, -1.910298], [-0.753353, -2.175663, -1.650476], [-4.477476, -2.858769, -7.617184], [-3.205556, -4.081697, -7.701489], [-2.911268, -2.464542, -8.326819], [-4.766341, -1.786486, -5.530759], [-5.240321, -0.908402, -3.472091], [-3.968336, 0.213068, -2.963342], [-4.196881, -1.286925, -2.092088], [0.475139, -3.457130, -3.503078], [0.867765, -1.784684, -3.870478], [0.915420, -2.996030, -5.154047], [-0.899929, -3.290622, -6.532980], [-2.916369, -4.087584, 0.088014], [-2.717386, -2.682039, 1.143047], [-3.559101, -2.842573, 2.295068], [-1.264793, -2.589556, 1.459675], [-3.037411, -1.495324, 0.308943], [-2.785808, -4.986043, 0.687225], [-2.173439, -4.022542, -0.704456], [-3.924674, -4.052307, -0.320730]],
  "forces_ev_per_angstrom": [[0.13, -0.50, -0.02], [0.04, 0.09, -0.06], [-0.06, -0.01, -0.04], [-0.14, -0.01, 0.08], [0.06, -0.02, -0.09], [0.10, -0.16, 0.17], [-0.15, 0.10, -0.24], [0.26, 0.11, 0.51], [-0.09, 0.03, -0.18], [-0.12, -0.05, -0.13], [0.01, -0.04, -0.01], [0.01, 0.00, 0.00], [0.00, -0.01, 0.03], [0.02, -0.01, 0.01], [-0.05, -0.03, -0.04], [0.05, 0.01, 0.04], [-0.03, -0.02, -0.01], [0.02, -0.02, -0.06], [0.01, 0.00, -0.01], [0.00, -0.04, -0.05], [0.00, -0.01, 0.02], [0.02, 0.00, -0.05], [-0.03, 0.07, 0.11], [-0.03, 0.08, -0.15], [-0.06, -0.02, 0.18], [-0.10, 0.07, 0.07], [0.01, -0.01, -0.01], [-0.01, 0.00, 0.00], [0.01, 0.02, 0.01], [0.01, 0.00, -0.01], [0.01, -0.01, 0.01], [0.00, -0.01, -0.01], [0.10, -0.02, -0.03], [0.00, 0.00, -0.02], [-0.01, 0.00, 0.01], [0.00, 0.04, 0.02], [0.01, 0.00, 0.02], [0.00, 0.01, -0.01], [-0.01, 0.00, -0.01], [0.03, -0.01, 0.00], [-0.02, 0.04, 0.01], [0.01, -0.02, -0.01], [0.00, -0.05, 0.02], [-0.03, -0.01, -0.01], [0.02, 0.03, -0.02], [0.02, 0.01, 0.01], [-0.01, -0.02, -0.01], [0.06, 0.01, 0.15], [-0.01, 0.01, -0.02], [-0.12, 0.21, -0.11], [0.01, 0.00, 0.00], [0.00, 0.01, 0.01], [0.00, 0.00, 0.01], [0.01, 0.00, 0.00], [0.00, 0.00, 0.00], [0.00, 0.00, -0.02], [0.01, 0.04, -0.01], [0.00, 0.00, -0.02], [-0.02, -0.02, -0.01], [0.01, 0.00, -0.01], [-0.01, 0.01, 0.01], [0.01, 0.05, 0.08], [-0.07, -0.13, -0.12], [0.02, 0.02, -0.03], [0.14, 0.08, 0.08], [-0.09, 0.04, -0.06], [0.04, 0.02, 0.00], [-0.02, 0.03, 0.01], [0.01, 0.01, 0.03]]
}

No. 2
{
  "formula": "C26H27IN5",
  "method": "ωB97M-V/def2-TZVPD",
  "charge": -1,
  "elements": ["C", "I", "H", "H", "N", "C", "C", "C", "C", "C", "H", "H", "H", "H", "H", "N", "C", "C", "C", "C", "C", "H", "H", "H", "H", "H", "N", "C", "C", "C", "C", "C", "H", "H", "H", "H", "H", "N", "C", "C", "C", "C", "C", "H", "H", "H", "H", "H", "N", "C", "C", "C", "C", "C", "H", "H", "H", "H", "H"],
  "coordinates": [[3.435697, 1.644760, 0.543749], [4.644767, 1.679584, -1.323196], [4.241598, 1.650729, 1.292039], [3.042268, 2.667468, 0.537856], [4.294522, -1.904984, 1.653015], [3.842322, -1.704233, 0.414944], [3.194200, -2.704595, -0.308466], [2.995269, -3.945218, 0.268142], [3.462048, -4.155259, 1.558105], [4.103338, -3.102669, 2.194508], [3.984757, -0.734025, -0.049006], [2.849552, -2.488093, -1.311183], [2.489039, -4.735748, -0.273522], [3.336681, -5.106648, 2.060027], [4.485790, -3.234603, 3.204145], [1.041008, 2.912552, 2.345058], [0.449570, 1.840867, 2.860908], [-0.855053, 1.860373, 3.340296], [-1.570812, 3.047301, 3.263317], [-0.967083, 4.161713, 2.698859], [0.345548, 4.035421, 2.262864], [1.039157, 0.934778, 2.876342], [-1.291121, 0.958492, 3.747498], [-2.594538, 3.097128, 3.614977], [-1.500233, 5.096018, 2.581139], [0.860226, 4.869292, 1.793274], [-1.655230, 2.572558, -1.538798], [-0.572699, 2.950179, -0.859575], [0.567211, 3.478378, -1.449681], [0.581912, 3.636724, -2.823784], [-0.542252, 3.261134, -3.544952], [-1.629409, 2.736963, -2.861201], [-0.592611, 2.778836, 0.209460], [1.427836, 3.721379, -0.840219], [1.460177, 4.026947, -3.321744], [-0.575482, 3.357840, -4.622803], [-2.519000, 2.420098, -3.396708], [0.126429, -1.319280, 3.181729], [1.079010, -1.931999, 3.876921], [1.199116, -3.312449, 3.953946], [0.285528, -4.094952, 3.268837], [-0.706815, -3.466250, 2.533777], [-0.741442, -2.079398, 2.521744], [1.788746, -1.288902, 4.386178], [2.001254, -3.756000, 4.528022], [0.351661, -5.175401, 3.297832], [-1.437444, -4.033774, 1.972947], [-1.496713, -1.552085, 1.947967], [-4.418312, 0.556197, -4.041223], [-4.285271, 0.448501, -5.359507], [-4.221716, -0.766638, -6.026315], [-4.293435, -1.932426, -5.280598], [-4.425280, -1.832077, -3.905599], [-4.483826, -0.567816, -3.335171], [-4.220728, 1.380170, -5.911716], [-4.111714, -0.792581, -7.102083], [-4.241301, -2.900645, -5.761919], [-4.476677, -2.712690, -3.279799], [-4.580037, -0.450944, -2.261653]],
  "forces_ev_per_angstrom": [[-0.31, -0.26, 0.09], [0.20, 0.14, -0.33], [0.08, 0.07, 0.02], [0.04, 0.09, -0.01], [0.09, 0.10, 0.02], [-0.08, -0.24, -0.21], [-0.06, 0.04, -0.03], [0.02, 0.00, 0.04], [0.06, 0.04, -0.05], [0.00, -0.11, 0.00], [0.01, 0.09, 0.34], [0.00, 0.01, 0.00], [-0.01, 0.00, 0.00], [0.00, 0.00, 0.01], [0.00, 0.01, 0.00], [0.21, 0.09, 0.06], [0.01, 0.05, 0.03], [-0.03, 0.09, -0.03], [-0.02, -0.04, -0.07], [0.03, -0.09, 0.04], [-0.13, 0.17, -0.02], [-0.03, -0.01, -0.03], [0.02, -0.01, 0.00], [0.00, 0.00, 0.01], [0.01, 0.01, 0.03], [-0.04, 0.07, 0.08], [-0.05, 0.09, -0.03], [0.06, -0.24, 0.01], [0.03, 0.01, 0.06], [-0.01, 0.01, -0.01], [-0.02, 0.01, 0.00], [0.02, 0.00, -0.02], [-0.05, 0.01, -0.02], [0.02, -0.07, -0.01], [0.01, -0.02, 0.00], [0.00, 0.00, 0.00], [-0.01, 0.00, 0.01], [-0.07, -0.07, 0.07], [0.03, -0.06, -0.01], [-0.04, 0.02, 0.03], [-0.02, 0.03, 0.02], [0.01, -0.01, -0.01], [0.00, -0.03, -0.03], [0.01, 0.00, -0.01], [0.00, 0.00, -0.01], [0.00, -0.01, 0.00], [0.00, 0.00, -0.01], [0.00, 0.00, 0.00], [-0.02, 0.11, -0.01], [0.00, -0.07, -0.03], [0.01, 0.00, 0.00], [0.00, 0.02, 0.00], [-0.01, 0.00, 0.01], [0.02, -0.04, 0.01], [-0.01, 0.00, 0.00], [0.00, 0.00, 0.00], [0.00, 0.00, 0.00], [0.00, 0.00, 0.00], [0.01, 0.01, 0.00]]
}

The following molar mass values (in Da) correspond, in order, to the records above: 740.63; 536.44.
The following electronic energy values (in eV) correspond, in order, to the records above: -69495.690; -42949.214.